(1)
{"formula": "C6H12O", "method": "ωB97M-V with the def2-TZVPD basis set", "homo_ha": -0.257, "homo_lumo_gap_ev": 8.0, "energy_ha": -310.86571, "elements": ["C", "C", "C", "C", "O", "C", "C", "H", "H", "H", "H", "H", "H", "H", "H", "H", "H", "H", "H"], "xyz": [[-0.6551, -1.7095, -0.9603], [-0.4735, -0.3013, -0.8070], [-1.1934, 0.4687, 1.0070], [-0.5500, 1.7816, 0.6707], [0.7572, 1.5562, 0.1388], [0.8794, 0.3461, -0.5769], [1.8952, -0.5512, 0.1150], [-1.0570, -0.8799, 0.1690], [-1.5302, -2.0832, -1.4769], [0.0898, -2.4082, -0.6010], [-1.1787, 0.3199, -1.3585], [-0.7858, 0.0049, 1.9135], [-2.2871, 0.4964, 1.0279], [-0.4030, 2.4457, 1.5288], [-1.1645, 2.3270, -0.0638], [1.2439, 0.5836, -1.5889], [1.5061, -0.9232, 1.0698], [2.1697, -1.4035, -0.5144], [2.7940, 0.0359, 0.3225]]}

(2)
{"formula": "C14H14F3N3O2S", "method": "ωB97M-V with the def2-TZVPD basis set", "homo_ha": -0.315, "homo_lumo_gap_ev": 8.9, "energy_ha": -1554.44544, "elements": ["C", "N", "C", "S", "O", "O", "C", "C", "C", "C", "N", "C", "C", "C", "C", "C", "C", "F", "F", "F", "C", "N", "C", "H", "H", "H", "H", "H", "H", "H", "H", "H", "H", "H", "H", "H", "H"], "xyz": [[-3.4437, -2.5667, 0.4511], [-4.2875, -1.4039, 0.5528], [-4.3504, -0.7864, 1.8525], [-4.1539, -0.3326, -0.7230], [-4.2080, -1.0972, -1.9322], [-5.1096, 0.7107, -0.5087], [-2.5103, 0.3562, -0.5637], [-1.4366, -0.2412, -1.2097], [-0.1704, 0.2716, -1.0217], [-0.0277, 1.3762, -0.1669], [1.1626, 2.0014, 0.0927], [2.4603, 1.5536, -0.0692], [3.4856, 2.4971, -0.1935], [4.7977, 2.1000, -0.3472], [5.1294, 0.7543, -0.3765], [4.1181, -0.1815, -0.2238], [4.4220, -1.6527, -0.1977], [3.6119, -2.3507, -1.0158], [5.6753, -1.9467, -0.5611], [4.2472, -2.1822, 1.0296], [2.7949, 0.2010, -0.0595], [-1.0746, 1.9687, 0.4157], [-2.2799, 1.4709, 0.2211], [-3.4569, -2.8856, -0.5880], [-3.8485, -3.3623, 1.0768], [-2.4104, -2.3605, 0.7616], [-3.3583, -0.4985, 2.2257], [-4.9759, 0.0976, 1.7596], [-4.8075, -1.4794, 2.5591], [-1.6184, -1.0765, -1.8678], [0.6748, -0.1355, -1.5508], [1.0457, 2.9185, 0.5033], [3.2373, 3.5478, -0.1720], [5.5736, 2.8425, -0.4488], [6.1514, 0.4373, -0.5059], [2.0418, -0.5525, 0.1056], [-3.1012, 1.9875, 0.6963]]}

(3)
{"formula": "C6HCaO6", "method": "ωB97M-V with the def2-TZVPD basis set", "total_charge": 1, "homo_ha": [-0.424, -0.424], "homo_lumo_gap_ev": [6.4, 6.4], "energy_ha": -1357.96773, "elements": ["O", "C", "Ca", "O", "C", "C", "O", "C", "O", "C", "O", "H", "O", "C"], "xyz": [[0.8718, 1.4117, -3.4176], [1.2392, 0.7432, -2.5416], [0.4351, 0.2196, -0.0826], [-1.8663, 2.0060, -2.1354], [-1.1262, 1.4973, -1.4137], [-1.8377, -0.1910, 2.0141], [-2.6988, -0.4434, 2.7273], [1.3538, -1.5132, 1.3313], [1.6813, -2.4426, 1.9322], [-0.8174, -1.8778, -0.8536], [-1.3660, -2.8580, -1.1060], [1.9617, -1.0802, -0.9890], [1.2243, 2.6342, 2.6844], [0.9454, 1.8941, 1.8502]]}